Density functional theory data (ωB97M-V with the def2-TZVPD basis set) for C13H14N2O2S in the gas phase.

Positions of all 32 atoms, in Å:
C (2.47983, 2.50864, 0.32200)
C (1.71470, 1.22924, 0.19363)
C (0.35011, 1.22344, 0.33222)
C (-0.38473, 0.03216, 0.21349)
N (-1.72768, 0.05788, 0.34090)
C (-2.35566, -1.08233, 0.23163)
S (-4.09278, -1.03665, 0.34998)
C (-4.26202, 0.76235, 0.54208)
C (-3.40505, 1.49012, -0.47300)
O (-3.29589, 1.20411, -1.63424)
O (-2.90987, 2.62336, 0.04735)
N (-1.80983, -2.28754, 0.03048)
C (-0.51027, -2.35447, -0.11062)
C (0.07039, -3.70816, -0.34862)
C (0.29950, -1.18615, -0.03587)
C (1.69696, -1.15544, -0.17767)
C (2.40199, 0.01702, -0.07213)
C (3.89106, 0.02095, -0.23028)
H (3.01677, 2.72712, -0.60043)
H (3.21480, 2.43634, 1.12273)
H (1.81064, 3.33677, 0.53922)
H (-0.19231, 2.13210, 0.54386)
H (-5.31316, 0.98904, 0.36317)
H (-3.97512, 1.05661, 1.55004)
H (-2.39697, 3.09087, -0.63013)
H (0.58616, -3.73231, -1.30716)
H (-0.73075, -4.44105, -0.35220)
H (0.78601, -3.95587, 0.43363)
H (2.22371, -2.07778, -0.37357)
H (4.25884, -0.98165, -0.43238)
H (4.37265, 0.39040, 0.67444)
H (4.18796, 0.67091, -1.05253)

Its spin multiplicity is 1. For the energy relative to the best compared isomer or geometry (same formula, charge and spin), the calculation gives 0.0 kcal/mol. As for the lowest unoccupied orbital energy: 0.0982 eV. The SMILES is Cc1cc2nc(SCC(=O)O)nc(C)c2cc1C. Its HOMO-LUMO gap is 8.39 eV. As for the HOMO energy: -8.29 eV.

natural (NBO) atomic charge list, values in e, 4 entries: atom 1 (C): -0.6336, atom 2 (C): 0.0241, atom 3 (C): -0.2302, atom 4 (C): 0.2853